Entry A
C31H37BBrN9O4S2Sn | ωB97M-V/def2-TZVPD

Cartesian coordinates (Å):
1 Sn 1.78473 -0.18786 -0.36700
2 C -1.93626 -1.99274 2.68915
3 N -0.65662 -2.69266 2.76382
4 C -0.62668 -3.92534 3.54476
5 C 0.37615 -2.26580 2.04020
6 O 0.32886 -1.22659 1.36289
7 C 1.63321 -3.11618 2.08353
8 O 2.67540 -2.45686 1.40408
9 C 3.53726 -3.30240 0.67908
10 C 3.15003 -3.30843 -0.79957
11 O 2.32786 -2.46989 -1.21368
12 N 3.73213 -4.19052 -1.60405
13 C 4.72692 -5.16457 -1.17464
14 C 3.43235 -4.18314 -3.03356
15 H -2.71873 -2.69836 2.41165
16 H -2.18410 -1.54376 3.65223
17 H -1.86618 -1.21585 1.93475
18 H -1.59550 -4.06071 4.01475
19 H -0.43295 -4.79366 2.91231
20 H 0.12494 -3.88939 4.33403
21 H 1.92766 -3.28792 3.12392
22 H 1.39496 -4.08081 1.62159
23 H 4.54345 -2.88632 0.77179
24 H 3.53649 -4.31399 1.08897
25 H 5.21791 -4.85788 -0.25559
26 H 4.27697 -6.14923 -1.03415
27 H 5.48436 -5.24983 -1.95176
28 H 2.56177 -3.56309 -3.21444
29 H 4.28238 -3.78241 -3.58903
30 H 3.23684 -5.19916 -3.37296
31 Br -8.03491 1.08604 -3.40999
32 C -6.41221 1.29177 -4.36369
33 C -5.33068 0.48111 -4.04504
34 C -4.12163 0.67303 -4.68147
35 C -3.98373 1.67727 -5.64598
36 C -5.10371 2.42180 -6.01615
37 C -6.31058 2.24561 -5.36308
38 N -2.80671 1.91871 -6.37892
39 N -1.65182 1.81034 -5.94819
40 C -1.26606 1.69478 -4.60754
41 C -1.84786 2.36052 -3.54478
42 C -1.38141 2.20013 -2.23755
43 C -0.32333 1.35914 -1.94556
44 O 0.04820 1.06874 -0.70543
45 C 0.39230 0.80607 -3.04097
46 N 1.52312 0.11695 -2.75370
47 C 2.26298 -0.34786 -3.74132
48 C 1.92647 -0.16894 -5.08605
49 C 0.75492 0.47370 -5.40198
50 C -0.05068 0.98863 -4.36800
51 H -5.43483 -0.28358 -3.28772
52 H -3.28577 0.02750 -4.44897
53 H -5.00943 3.15663 -6.80395
54 H -7.16735 2.84855 -5.62837
55 H -2.68047 3.02454 -3.73484
56 H -1.87337 2.72039 -1.42696
57 H 3.17013 -0.86954 -3.45864
58 H 2.58842 -0.53378 -5.85797
59 H 0.43704 0.62799 -6.42387
60 C 4.37718 1.99642 3.11240
61 N 3.37453 2.51136 4.02877
62 C 3.59128 3.28420 5.13727
63 C 2.37729 3.51110 5.70340
64 N 1.42159 2.87013 4.95931
65 B -0.04606 2.75615 5.51662
66 N -1.18750 2.44663 4.47721
67 C -2.44397 2.15106 4.94032
68 C -3.29086 2.07172 3.88027
69 N -2.54479 2.30640 2.75860
70 C -2.98548 2.34030 1.37224
71 C -1.27547 2.53560 3.15384
72 S 0.01044 2.84557 2.01388
73 C 2.05036 2.27699 3.94903
74 S 1.28816 1.36178 2.66630
75 H 5.35734 2.33850 3.43009
76 H 4.18167 2.35197 2.10166
77 H 4.36344 0.90747 3.11232
78 H 4.57116 3.61821 5.42847
79 H 2.12417 4.06916 6.58705
80 H -0.32146 3.81206 5.99983
81 H -0.03264 1.85302 6.30368
82 H -2.64181 2.02821 5.99037
83 H -4.34806 1.87664 3.84503
84 H -4.01113 1.98942 1.30896
85 H -2.33316 1.70992 0.76699
86 H -2.92890 3.35910 0.98970

**Spin multiplicity**: 1
**Net charge**: +2
**LUMO**: -5.3 eV
**Orbital gap**: 0.221 hartree

The computed Löwdin charges, all in e, follow: number 1, Sn, carries 1.47; number 2, C, carries 0.00; number 3, N, carries -0.12; number 4, C, carries -0.02; number 5, C, carries -0.40; number 6, O, carries -0.15; number 7, C, carries -0.10; number 8, O, carries -0.19; number 9, C, carries -0.11; number 10, C, carries -0.40; number 11, O, carries -0.12; number 12, N, carries -0.12; number 13, C, carries -0.01; number 14, C, carries 0.00; number 15, H, carries 0.10; number 16, H, carries 0.10; number 17, H, carries 0.08; number 18, H, carries 0.10; number 19, H, carries 0.10; number 20, H, carries 0.10; number 21, H, carries 0.15; number 22, H, carries 0.15; number 23, H, carries 0.15; number 24, H, carries 0.14; number 25, H, carries 0.09; number 26, H, carries 0.11; number 27, H, carries 0.10; number 28, H, carries 0.08; number 29, H, carries 0.11; number 30, H, carries 0.10; number 31, Br, carries 0.76; number 32, C, carries -0.69; number 33, C, carries -0.12; number 34, C, carries -0.04; number 35, C, carries -0.28; number 36, C, carries -0.01; number 37, C, carries -0.11; number 38, N, carries 0.09; number 39, N, carries 0.08; number 40, C, carries -0.23; number 41, C, carries 0.00; number 42, C, carries 0.02; number 43, C, carries -0.36; number 44, O, carries -0.33; number 45, C, carries -0.17; number 46, N, carries -0.02; number 47, C, carries -0.12; number 48, C, carries -0.02; number 49, C, carries 0.04; number 50, C, carries -0.08; number 51, H, carries 0.10; number 52, H, carries 0.12; number 53, H, carries 0.12; number 54, H, carries 0.11; number 55, H, carries 0.13; number 56, H, carries 0.11; number 57, H, carries 0.11; number 58, H, carries 0.12; number 59, H, carries 0.12; number 60, C, carries 0.00; number 61, N, carries -0.10; number 62, C, carries 0.01; number 63, C, carries -0.01; number 64, N, carries 0.01; number 65, B, carries -0.36; number 66, N, carries 0.01; number 67, C, carries -0.02; number 68, C, carries 0.00; number 69, N, carries -0.10; number 70, C, carries -0.01; number 71, C, carries -0.59; number 72, S, carries 0.78; number 73, C, carries -0.59; number 74, S, carries 0.69; number 75, H, carries 0.11; number 76, H, carries 0.10; number 77, H, carries 0.10; number 78, H, carries 0.14; number 79, H, carries 0.14; number 80, H, carries 0.09; number 81, H, carries 0.09; number 82, H, carries 0.14; number 83, H, carries 0.14; number 84, H, carries 0.11; number 85, H, carries 0.07; number 86, H, carries 0.10

Entry B
C31H37BBrN9O4S2Sn | ωB97M-V/def2-TZVPD

Cartesian coordinates (Å):
1 Sn -0.27949 0.18288 -2.00843
2 C -2.83322 3.93773 -1.77021
3 N -1.68316 4.03409 -0.86940
4 C -1.33185 5.40068 -0.49021
5 C -1.08534 2.95953 -0.39130
6 O -1.39863 1.78447 -0.69640
7 C 0.00317 3.13091 0.66165
8 O 0.55772 1.86342 0.97120
9 C 0.33868 1.34251 2.20020
10 C -2.09086 -0.04112 1.45376
11 O -2.04587 -0.74356 0.52415
12 N -3.01237 0.58015 2.14828
13 C -4.39806 0.42585 1.65844
14 C -2.88617 1.38252 3.35930
15 H -2.59492 4.43317 -2.70969
16 H -3.07562 2.89885 -1.95448
17 H -3.68628 4.43636 -1.30912
18 H -1.20377 5.99411 -1.39405
19 H -2.13406 5.83840 0.10458
20 H -0.40906 5.44148 0.07728
21 H 0.80946 3.76885 0.29916
22 H -0.42748 3.59256 1.55612
23 H 1.24298 0.88337 2.59356
24 H -0.09213 2.06646 2.89139
25 H -4.40898 -0.21823 0.78635
26 H -5.00019 -0.01488 2.45137
27 H -4.79666 1.40584 1.40095
28 H -1.85759 1.48054 3.67252
29 H -3.30466 2.37134 3.17456
30 H -3.45148 0.90945 4.16203
31 Br -2.92106 -7.63456 0.36891
32 C -1.73180 -6.98591 1.67781
33 C -2.13037 -5.93940 2.49810
34 C -1.25576 -5.43743 3.44570
35 C 0.01061 -6.00188 3.57877
36 C 0.37099 -7.09976 2.80496
37 C -0.48627 -7.57703 1.82854
38 N 0.99184 -5.60638 4.54081
39 N 1.25635 -4.42622 4.78999
40 C 0.72029 -3.31766 4.06870
41 C -0.00597 -2.38532 4.76295
42 C -0.46029 -1.22278 4.11972
43 C -0.14820 -1.02097 2.80971
44 O -0.59019 0.16187 2.14239
45 C 0.66606 -1.91056 2.06562
46 N 1.01184 -1.59076 0.79329
47 C 1.79298 -2.42672 0.15827
48 C 2.29953 -3.62050 0.71160
49 C 1.96323 -3.94568 1.99014
50 C 1.11021 -3.08201 2.71773
51 H -3.12660 -5.53101 2.39991
52 H -1.58260 -4.64227 4.09945
53 H 1.33143 -7.56821 2.97860
54 H -0.20247 -8.41617 1.20925
55 H -0.23541 -2.55685 5.80598
56 H -1.05700 -0.50732 4.66975
57 H 2.06764 -2.15830 -0.85748
58 H 2.95386 -4.24940 0.12470
59 H 2.35298 -4.84130 2.45464
60 C 3.76311 2.26822 0.19663
61 N 3.22009 2.90255 -0.99431
62 C 3.39676 4.23437 -1.30190
63 C 2.91195 4.41006 -2.55090
64 N 2.46635 3.19491 -3.02500
65 B 2.18481 3.12937 -4.59567
66 N 1.64962 1.75273 -5.08320
67 C 2.30345 0.94883 -5.98811
68 C 1.46772 -0.05371 -6.34408
69 N 0.29249 0.14283 -5.64707
70 C -0.93460 -0.62048 -5.84017
71 C 0.42822 1.25194 -4.89245
72 S -0.76984 1.90628 -3.82077
73 C 2.63444 2.28975 -2.05826
74 S 2.26433 0.59099 -2.06082
75 H 4.83621 2.44307 0.23843
76 H 3.57139 1.20042 0.14419
77 H 3.29932 2.68318 1.08989
78 H 3.88036 4.91728 -0.62475
79 H 2.88824 5.28725 -3.17437
80 H 3.24638 3.29388 -5.13104
81 H 1.38648 3.99400 -4.83836
82 H 3.30755 1.16686 -6.30437
83 H 1.59243 -0.87376 -7.02878
84 H -0.68854 -1.53019 -6.37961
85 H -1.65128 -0.03743 -6.41490
86 H -1.37735 -0.88047 -4.88228

**Spin multiplicity**: 1
**Net charge**: +2
**LUMO**: -5.0 eV
**Orbital gap**: 0.277 hartree

The computed Löwdin charges, all in e, follow: number 1, Sn, carries 0.94; number 2, C, carries -0.01; number 3, N, carries -0.10; number 4, C, carries 0.00; number 5, C, carries -0.40; number 6, O, carries -0.21; number 7, C, carries -0.06; number 8, O, carries -0.07; number 9, C, carries -0.09; number 10, C, carries -0.35; number 11, O, carries 0.16; number 12, N, carries -0.08; number 13, C, carries 0.03; number 14, C, carries 0.01; number 15, H, carries 0.10; number 16, H, carries 0.08; number 17, H, carries 0.11; number 18, H, carries 0.11; number 19, H, carries 0.11; number 20, H, carries 0.09; number 21, H, carries 0.13; number 22, H, carries 0.15; number 23, H, carries 0.17; number 24, H, carries 0.14; number 25, H, carries 0.10; number 26, H, carries 0.11; number 27, H, carries 0.11; number 28, H, carries 0.07; number 29, H, carries 0.11; number 30, H, carries 0.11; number 31, Br, carries 0.78; number 32, C, carries -0.69; number 33, C, carries -0.11; number 34, C, carries -0.02; number 35, C, carries -0.27; number 36, C, carries -0.02; number 37, C, carries -0.10; number 38, N, carries 0.10; number 39, N, carries 0.10; number 40, C, carries -0.21; number 41, C, carries 0.00; number 42, C, carries 0.03; number 43, C, carries -0.17; number 44, O, carries -0.07; number 45, C, carries -0.14; number 46, N, carries 0.13; number 47, C, carries -0.12; number 48, C, carries -0.01; number 49, C, carries 0.03; number 50, C, carries -0.07; number 51, H, carries 0.10; number 52, H, carries 0.11; number 53, H, carries 0.12; number 54, H, carries 0.11; number 55, H, carries 0.13; number 56, H, carries 0.12; number 57, H, carries 0.09; number 58, H, carries 0.12; number 59, H, carries 0.12; number 60, C, carries -0.02; number 61, N, carries -0.12; number 62, C, carries -0.03; number 63, C, carries -0.05; number 64, N, carries 0.01; number 65, B, carries -0.41; number 66, N, carries -0.02; number 67, C, carries -0.02; number 68, C, carries -0.01; number 69, N, carries -0.11; number 70, C, carries -0.01; number 71, C, carries -0.74; number 72, S, carries 0.59; number 73, C, carries -0.65; number 74, S, carries 0.57; number 75, H, carries 0.11; number 76, H, carries 0.06; number 77, H, carries 0.09; number 78, H, carries 0.13; number 79, H, carries 0.13; number 80, H, carries 0.09; number 81, H, carries 0.08; number 82, H, carries 0.13; number 83, H, carries 0.13; number 84, H, carries 0.10; number 85, H, carries 0.11; number 86, H, carries 0.06

Short version: entry A, entry B, most stable first.

Entry A
C5H10N3O2S | ωB97M-V/def2-TZVPD

Cartesian coordinates (Å):
1 H 3.16848 0.89242 0.56825
2 N 2.23119 0.57352 0.25994
3 C 1.27100 1.36469 0.24370
4 C -0.19810 0.84860 -0.06084
5 N -0.99968 1.95795 0.03711
6 O -0.25457 0.20020 -1.33103
7 S -0.64376 -1.37441 -1.20674
8 C 0.71280 -2.16343 -1.92235
9 O -1.77568 -1.75148 -1.95803
10 C -0.96327 -1.32015 0.57330
11 N -0.63241 -0.10288 0.88579
12 C -0.84394 0.22706 2.26223
13 H 1.42695 2.33888 0.59331
14 H -1.91565 1.85519 -0.18455
15 H -0.57799 2.78909 -0.28458
16 H 0.91550 -3.14825 -1.54398
17 H 0.43953 -2.47551 -2.96205
18 H 1.50755 -1.52640 -1.98400
19 H -1.85144 0.50812 2.41903
20 H -0.75717 -0.63974 2.86246
21 H -0.25931 0.94655 2.73303

**Spin multiplicity**: 1
**Net charge**: +1
**SMILES string**: [H]/N=C/[C@@]1(N)O[S@](C)(=O)=C=[N+]1C
**LUMO**: -4.7 eV
**Orbital gap**: 0.350 hartree

The computed Löwdin charges, all in e, follow: number 1, H, carries 0.10; number 2, N, carries 0.16; number 3, C, carries -0.10; number 4, C, carries -0.57; number 5, N, carries 0.20; number 6, O, carries -0.14; number 7, S, carries 0.90; number 8, C, carries -0.10; number 9, O, carries -0.23; number 10, C, carries 0.04; number 11, N, carries -0.14; number 12, C, carries 0.00; number 13, H, carries 0.11; number 14, H, carries 0.09; number 15, H, carries 0.11; number 16, H, carries 0.10; number 17, H, carries 0.12; number 18, H, carries 0.04; number 19, H, carries 0.11; number 20, H, carries 0.10; number 21, H, carries 0.10

Entry B
C5H10N3O2S | ωB97M-V/def2-TZVPD

Cartesian coordinates (Å):
1 C -0.05950 -0.41766 -0.30949
2 C 2.72794 -0.35718 0.08258
3 C -2.34321 0.18586 -0.45991
4 C -2.22683 -1.36012 -0.40738
5 C 2.82488 2.23659 0.46472
6 N -0.88683 0.61711 -0.34971
7 N 3.09476 -1.61204 0.00695
8 N -0.72658 -1.57203 -0.32344
9 O 2.03886 -2.50424 -0.00991
10 O 4.18060 -2.10296 0.13502
11 S 3.29431 0.96968 -0.74778
12 H -2.80079 0.66324 -1.43884
13 H -2.84141 0.56078 0.33262
14 H -2.87575 -1.70605 0.31405
15 H -2.42331 -1.89384 -1.29484
16 H 1.82580 2.50921 0.48657
17 H 3.39306 3.23423 0.11544
18 H 3.15444 1.82092 1.50540
19 H -0.73574 1.50004 -0.85891
20 H 2.27800 -3.38140 -0.32229
21 H -0.46253 -2.45424 0.14393

**Spin multiplicity**: 1
**Net charge**: +1
**LUMO (spin up / spin down)**: -5.7 / -5.7 eV
**Orbital gap (spin up / spin down)**: 0.247 / 0.247 hartree

The computed Löwdin charges, all in e, follow: number 1, C, carries -0.12; number 2, C, carries -0.29; number 3, C, carries -0.09; number 4, C, carries -0.10; number 5, C, carries -0.35; number 6, N, carries 0.01; number 7, N, carries -0.37; number 8, N, carries 0.02; number 9, O, carries 0.08; number 10, O, carries 0.14; number 11, S, carries 1.01; number 12, H, carries 0.16; number 13, H, carries 0.06; number 14, H, carries 0.09; number 15, H, carries 0.10; number 16, H, carries 0.00; number 17, H, carries 0.11; number 18, H, carries 0.10; number 19, H, carries 0.14; number 20, H, carries 0.15; number 21, H, carries 0.14

Short version: entry A, entry B, most stable first.